# 1
C10H8ClN3O2S2 | wB97M-V/def2-TZVPD

Output
SMILES: Nc1nnc(SCc2cc3c(cc2Cl)OCO3)s1
HOMO-LUMO gap: 8.68 eV

```
! wB97M-V def2-TZVPD RIJCOSX def2/J DEFGRID3
* xyz 0 1
N -0.42 3.50 2.55
C -0.24 3.19 1.25
N -0.06 4.06 0.31
N 0.06 3.54 -0.89
C -0.02 2.26 -0.93
S 0.02 1.36 -2.41
C 1.16 -0.03 -1.97
C 0.56 -0.98 -0.98
C 1.20 -1.30 0.21
C 0.65 -2.18 1.15
C -0.57 -2.71 0.84
C -1.23 -2.40 -0.35
C -0.69 -1.55 -1.27
H -1.20 -1.30 -2.18
O -2.42 -3.08 -0.40
C -2.49 -3.82 0.80
O -1.33 -3.58 1.57
H -3.38 -3.51 1.38
H -2.57 -4.89 0.57
H 1.17 -2.41 2.06
Cl 2.75 -0.62 0.59
H 2.08 0.41 -1.61
H 1.33 -0.52 -2.93
S -0.28 1.52 0.67
H -0.28 2.78 3.24
H -0.20 4.44 2.82
*
```

Per-atom natural (NBO) charges, elementary charge units: number 1, N, carries -0.801; number 2, C, carries 0.240; number 3, N, carries -0.341; number 4, N, carries -0.237; number 5, C, carries -0.164; number 6, S, carries 0.292; number 7, C, carries -0.537; number 8, C, carries -0.094; number 9, C, carries -0.023; number 10, C, carries -0.283; number 11, C, carries 0.244; number 12, C, carries 0.299; number 13, C, carries -0.264; number 14, H, carries 0.240; number 15, O, carries -0.484; number 16, C, carries 0.235; number 17, O, carries -0.472; number 18, H, carries 0.162; number 19, H, carries 0.162; number 20, H, carries 0.243; number 21, Cl, carries 0.009; number 22, H, carries 0.250; number 23, H, carries 0.243; number 24, S, carries 0.275; number 25, H, carries 0.397; number 26, H, carries 0.408



# 2
C20H16N2O3 | wB97M-V/def2-TZVPD

Output
relative energy (zero: lowest compared OMol25 entry of this formula, charge and spin): 258.8 kJ/mol
SMILES: C[C@@H](Oc1cccc([N+](=O)[O-])c1)n1c2ccccc2c2ccccc21
HOMO-LUMO gap: 7.19 eV

```
! wB97M-V def2-TZVPD RIJCOSX def2/J DEFGRID3
* xyz 0 1
C -1.56 -2.45 1.55
C -0.62 -1.62 0.69
N -0.30 -0.33 1.31
C 0.98 0.22 1.42
C 2.21 -0.43 1.38
C 3.36 0.35 1.60
C 3.24 1.74 1.83
C 2.00 2.38 1.88
C 0.86 1.61 1.66
C -0.55 1.91 1.68
C -1.25 0.69 1.45
C -2.63 0.63 1.40
C -3.34 1.81 1.63
C -2.67 3.02 1.86
C -1.27 3.09 1.89
H -1.20 -3.48 1.53
H -1.53 -2.10 2.59
H -2.58 -2.44 1.17
H 0.32 -2.16 0.54
H 2.24 -1.50 1.22
H 4.34 -0.12 1.61
H 4.15 2.32 1.98
H 1.89 3.45 2.07
H -3.12 -0.32 1.21
H -4.43 1.78 1.64
H -3.25 3.93 2.02
H -0.72 4.02 2.06
O 2.53 -3.39 -3.02
N 2.08 -2.53 -3.81
O 2.45 -2.44 -5.00
C 1.09 -1.60 -3.33
C 0.55 -0.65 -4.21
C -0.46 0.19 -3.75
C -0.99 0.02 -2.46
C -0.53 -1.03 -1.65
O -1.29 -1.37 -0.54
C 0.59 -1.76 -2.02
H 0.93 -0.59 -5.22
H -0.85 0.97 -4.40
H -1.76 0.68 -2.07
H 1.07 -2.49 -1.38
*
```

Per-atom natural (NBO) charges, elementary charge units: number 1, C, carries -0.639; number 2, C, carries 0.263; number 3, N, carries -0.442; number 4, C, carries 0.241; number 5, C, carries -0.271; number 6, C, carries -0.197; number 7, C, carries -0.244; number 8, C, carries -0.167; number 9, C, carries -0.110; number 10, C, carries -0.102; number 11, C, carries 0.238; number 12, C, carries -0.276; number 13, C, carries -0.200; number 14, C, carries -0.241; number 15, C, carries -0.173; number 16, H, carries 0.223; number 17, H, carries 0.233; number 18, H, carries 0.231; number 19, H, carries 0.188; number 20, H, carries 0.209; number 21, H, carries 0.219; number 22, H, carries 0.215; number 23, H, carries 0.216; number 24, H, carries 0.222; number 25, H, carries 0.217; number 26, H, carries 0.215; number 27, H, carries 0.215; number 28, O, carries -0.381; number 29, N, carries 0.488; number 30, O, carries -0.371; number 31, C, carries 0.105; number 32, C, carries -0.218; number 33, C, carries -0.197; number 34, C, carries -0.238; number 35, C, carries 0.379; number 36, O, carries -0.528; number 37, C, carries -0.294; number 38, H, carries 0.253; number 39, H, carries 0.228; number 40, H, carries 0.239; number 41, H, carries 0.251



# 3
C33H37BaCl3N5O9S | wB97M-V/def2-TZVPD

Output
relative energy (zero: lowest compared OMol25 entry of this formula, charge and spin): 4.7 kJ/mol
HOMO-LUMO gap: 6.54 eV

```
! wB97M-V def2-TZVPD RIJCOSX def2/J DEFGRID3
* xyz -1 1
Ba -0.35 0.26 -0.98
O -5.83 -0.03 0.24
C -4.52 -0.25 0.33
O -3.76 0.61 0.70
C -4.16 -1.55 -0.25
C -5.13 -2.60 -0.34
C -4.75 -3.76 -0.97
C -3.52 -3.79 -1.65
C -2.70 -2.66 -1.52
N -2.89 -1.71 -0.63
C -1.47 -2.51 -2.34
O -1.64 -2.60 -3.56
O -0.38 -2.13 -1.70
H -6.08 0.89 0.51
H -6.08 -2.40 0.13
H -5.39 -4.66 -1.01
H -3.19 -4.65 -2.28
C 4.71 -0.14 6.15
C 4.14 -0.26 4.77
C 3.50 0.79 4.04
C 2.96 0.59 2.79
C 3.13 -0.71 2.24
C 3.67 -1.74 2.92
C 4.25 -1.50 4.18
S 2.45 -1.28 0.72
O 1.04 -1.55 1.10
O 3.28 -2.33 0.08
N 2.34 0.08 -0.17
C 3.35 0.58 -0.93
C 4.67 0.10 -0.95
C 5.67 0.68 -1.72
C 5.44 1.85 -2.43
C 4.15 2.34 -2.55
C 3.81 3.43 -3.40
C 2.55 3.98 -3.40
C 1.63 3.35 -2.54
N 1.84 2.24 -1.83
C 3.07 1.73 -1.77
H 5.76 -0.48 6.14
H 4.18 -0.77 6.87
H 4.75 0.89 6.49
H 3.38 1.77 4.50
H 2.44 1.35 2.23
H 3.62 -2.76 2.51
H 4.88 -2.26 4.62
H 4.82 -0.78 -0.34
H 6.70 0.24 -1.65
H 6.26 2.32 -3.01
H 4.60 3.84 -4.02
H 2.24 4.81 -4.06
H 0.62 3.80 -2.30
N -1.35 1.25 2.07
C -1.07 0.54 3.27
C -1.84 -0.83 3.26
C -1.60 -1.72 4.49
C -2.77 -2.65 4.91
N -3.04 -3.65 3.93
H -0.92 2.15 2.01
H -2.27 1.23 1.62
H -1.24 1.20 4.11
H 0.03 0.26 3.28
H -1.48 -1.37 2.37
H -2.95 -0.61 3.11
H -1.41 -1.04 5.37
H -0.69 -2.35 4.36
H -3.66 -2.01 5.15
H -2.54 -3.07 5.93
H -3.58 -4.41 4.33
H -2.20 -4.00 3.47
Cl -1.78 5.94 -1.23
C -2.84 4.43 -1.23
Cl -3.74 4.45 0.23
Cl -3.92 4.61 -2.65
C -1.92 3.18 -1.25
O -2.11 2.47 -2.30
O -1.10 3.04 -0.30
C -2.01 0.41 -5.39
C -1.12 -0.79 -5.77
C 0.22 -0.49 -4.97
O -0.01 0.73 -4.16
C -1.02 1.45 -4.90
H -2.72 0.26 -4.57
H -2.60 0.79 -6.25
H -0.86 -0.80 -6.82
H -1.56 -1.77 -5.50
H 1.08 -0.27 -5.64
H 0.52 -1.33 -4.32
H -0.53 1.96 -5.75
H -1.46 2.16 -4.19
*
```

Per-atom Löwdin charges, elementary charge units: number 1, Ba, carries 1.892; number 2, O, carries 0.115; number 3, C, carries -0.457; number 4, O, carries 0.079; number 5, C, carries -0.171; number 6, C, carries 0.003; number 7, C, carries -0.057; number 8, C, carries 0.026; number 9, C, carries -0.202; number 10, N, carries 0.176; number 11, C, carries -0.623; number 12, O, carries 0.026; number 13, O, carries -0.329; number 14, H, carries 0.152; number 15, H, carries 0.110; number 16, H, carries 0.114; number 17, H, carries 0.135; number 18, C, carries -0.067; number 19, C, carries -0.273; number 20, C, carries -0.032; number 21, C, carries -0.035; number 22, C, carries -0.294; number 23, C, carries -0.072; number 24, C, carries -0.045; number 25, S, carries 0.618; number 26, O, carries -0.407; number 27, O, carries -0.323; number 28, N, carries -0.258; number 29, C, carries -0.289; number 30, C, carries -0.048; number 31, C, carries -0.099; number 32, C, carries -0.094; number 33, C, carries -0.171; number 34, C, carries -0.030; number 35, C, carries -0.055; number 36, C, carries -0.131; number 37, N, carries 0.052; number 38, C, carries -0.170; number 39, H, carries 0.085; number 40, H, carries 0.078; number 41, H, carries 0.067; number 42, H, carries 0.109; number 43, H, carries 0.117; number 44, H, carries 0.119; number 45, H, carries 0.110; number 46, H, carries 0.086; number 47, H, carries 0.112; number 48, H, carries 0.108; number 49, H, carries 0.103; number 50, H, carries 0.108; number 51, H, carries 0.109; number 52, N, carries -0.038; number 53, C, carries -0.296; number 54, C, carries -0.194; number 55, C, carries -0.216; number 56, C, carries -0.344; number 57, N, carries -0.015; number 58, H, carries 0.056; number 59, H, carries 0.030; number 60, H, carries 0.096; number 61, H, carries 0.111; number 62, H, carries 0.097; number 63, H, carries 0.124; number 64, H, carries 0.117; number 65, H, carries 0.115; number 66, H, carries 0.109; number 67, H, carries 0.098; number 68, H, carries 0.057; number 69, H, carries 0.078; number 70, Cl, carries 0.510; number 71, C, carries -1.482; number 72, Cl, carries 0.629; number 73, Cl, carries 0.561; number 74, C, carries -0.854; number 75, O, carries -0.168; number 76, O, carries -0.161; number 77, C, carries -0.162; number 78, C, carries -0.149; number 79, C, carries -0.147; number 80, O, carries -0.228; number 81, C, carries -0.229; number 82, H, carries 0.109; number 83, H, carries 0.111; number 84, H, carries 0.091; number 85, H, carries 0.082; number 86, H, carries 0.114; number 87, H, carries 0.104; number 88, H, carries 0.120; number 89, H, carries 0.088



Number 1: total energy -1957.15650 Eh. Number 2: total energy -1106.88624 Eh. Number 3: total energy -4035.12280 Eh.